Entry 1:
# C2H14NO3

A 4-piece molecular cluster, C2H14NO3 overall at a distorted geometry (ωB97M-V/def2-TZVPD, OMol25).

Last column: Mulliken spin population.
Cartesian coordinates (Å):
C -0.147 -2.811 -1.102  0.00
C -0.658 -1.653 -0.301  0.00
N 0.383 -0.551 -0.207  0.00
H -0.978 -3.453 -1.403  0.00
H 0.398 -2.523 -2.003  0.00
H 0.514 -3.485 -0.557  0.00
H -1.529 -1.160 -0.741  0.00
H -0.942 -1.955 0.708  0.00
H 1.191 -1.010 0.213  0.00
H 0.113 0.203 0.431  0.00
H 0.623 -0.106 -1.123  0.00
H -0.050 0.696 -3.153  0.00
H 1.459 0.997 -3.203  0.00
O 0.745 0.753 -2.600  0.00
H 0.841 0.820 4.040  -0.01
H -0.371 1.820 3.971  -0.01
O 0.227 1.271 3.416  0.61
H -1.445 2.477 1.251  -0.01
H -0.157 3.073 0.544  -0.01
O -0.654 2.247 0.721  0.44

Properties
Largest force on an atom ... 1.1 eV/Å
⟨S²⟩ ... 0.76
Spin multiplicity ... 2
Net charge ... +2
HOMO energy (alpha / beta) ... -0.7003 / -0.7000 hartree

Entry 2:
# C6H9N3

One molecule with the formula C6H9N3 at a distorted geometry (ωB97M-V/def2-TZVPD, OMol25).

Last column: Mulliken charge in e.
Cartesian coordinates (Å):
C 1.076 -1.598 -1.798  -0.96
C 0.261 -0.671 -0.818  0.91
N -0.526 0.212 -1.286  -0.49
N -1.242 1.193 -0.459  -0.37
C -0.288 2.048 0.140  -0.44
C -1.081 1.225 1.102  -0.01
C -0.730 -0.215 1.198  -0.08
N -0.172 -1.318 1.736  -0.54
C 0.540 -0.574 0.569  -0.61
H 2.080 -1.788 -1.346  0.30
H 0.248 -2.523 -1.905  0.24
H 1.352 -1.126 -2.836  0.29
H 0.708 1.706 -0.180  0.19
H -0.494 3.085 0.374  0.30
H -1.984 1.957 1.733  0.21
H -1.648 -0.584 0.520  0.36
H 0.572 -1.132 2.635  0.33
H 1.327 0.106 0.620  0.35

Properties
Largest force on an atom ... 7.6 eV/Å
Net charge ... 0
SMILES string ... CC1=NN2C[C@@H]2[C@@H]2N[C@@H]12
HOMO energy ... -0.3114 hartree

Entry 3:
# C2H3I3S

C2H3I3S as an isolated structure at a distorted geometry (ωB97M-V/def2-TZVPD, OMol25).

Last column: Mulliken charge in e.
Cartesian coordinates (Å):
C 0.090 -0.513 1.142  -0.60
C -0.309 1.163 -1.019  -0.59
S 1.507 -1.523 0.992  -0.08
I -1.615 2.626 -0.483  0.20
I -1.197 -0.450 -2.162  0.10
I 1.533 1.841 -1.783  0.16
H -0.841 -0.806 0.711  0.39
H 0.074 0.157 2.018  0.29
H 0.759 -2.494 0.584  0.14

Properties
Largest force on an atom ... 1.6 eV/Å
Net charge ... 0
HOMO energy (alpha / beta) ... -0.3010 / -0.2864 hartree

no.,M (g mol⁻¹)
1,100.1
2,123.2
3,439.8